ORCA calculation (ωB97M-V/def2-TZVPD) on a molecular structure, C9H4O5S at a distorted geometry.

The geometry in XYZ format:
```
19
Properties=species:S:1:pos:R:3:forces:R:3
C 2.095 1.560 -1.357 -2.1 -1.6 -2.1
C 2.509 1.802 -0.064 0.7 1.3 -2.4
C 0.839 0.847 -1.613 2.3 0.0 4.0
C 1.827 1.351 1.000 -1.1 -0.2 2.3
C 0.198 0.313 -0.441 0.9 1.0 -1.3
C 0.679 0.579 0.854 -0.3 -0.7 0.7
C -1.415 -2.734 0.280 0.7 1.8 0.9
C -3.032 -0.740 0.527 0.4 0.9 0.5
C -1.543 -1.120 0.434 1.3 0.2 -0.1
O -2.373 -3.275 0.804 -0.8 -1.2 0.5
O -3.606 -1.006 -0.552 -0.1 0.3 0.5
O -0.396 -3.132 -0.276 0.7 -0.5 -0.7
O -3.382 -0.206 1.596 -0.8 -0.2 -0.5
O -0.880 -0.431 -0.613 -0.6 -0.4 0.0
S -0.229 -0.207 2.143 -0.9 -0.6 -1.8
H 2.749 1.802 -2.223 -0.6 0.2 0.7
H 3.265 2.556 -0.003 0.8 0.0 0.6
H 0.515 0.366 -2.487 -0.2 0.1 -1.5
H 2.181 1.675 1.992 -0.4 -0.5 -0.3
```
Positions in Å, forces in eV/Å.

Output
**Total charge**: -2
**LUMO energy**: 5.4 eV
**Highest occupied orbital energy**: -0.705 eV

---

ORCA calculation (ωB97M-V/def2-TZVPD) on C4H6O2 in the gas phase at a distorted geometry.

The geometry in XYZ format:
```
12
Properties=species:S:1:pos:R:3:forces:R:3
O 1.580 0.950 1.250 0.0 -0.3 -0.5
C 1.765 0.386 0.198 -0.3 -0.1 0.2
C 0.716 -0.455 -0.522 0.0 0.3 0.3
C -0.646 -0.475 0.127 0.2 0.0 -0.2
C -1.644 0.570 0.216 0.1 0.2 0.2
O -1.779 -0.494 -0.724 -0.3 -0.1 -0.1
H 2.751 0.466 -0.315 -0.2 -0.1 0.1
H 0.915 -1.509 -0.392 1.2 -0.4 -0.4
H 0.766 -0.252 -1.600 -0.4 0.1 0.3
H -0.677 -1.240 0.890 -0.2 0.0 0.3
H -2.295 0.507 1.085 -0.1 0.3 -0.3
H -1.452 1.546 -0.214 -0.1 0.0 0.1
```
Positions in Å, forces in eV/Å.

Output
**Total charge**: 0
**LUMO energy**: 1.0 eV
**SMILES**: O=CC[C@H]1CO1
**Highest occupied orbital energy**: -10.055 eV

---

ORCA calculation (ωB97M-V/def2-TZVPD) on C16H23FN2O4S in the gas phase at a distorted geometry.

The geometry in XYZ format:
```
47
Properties=species:S:1:pos:R:3:forces:R:3
C 5.690 -1.432 1.658 0.0 0.0 0.0
O 4.314 -1.166 1.764 -0.1 -0.1 0.1
C 3.822 -0.225 0.837 0.0 0.1 -0.3
C 3.684 -0.779 -0.588 0.0 -0.2 0.4
H 4.666 -1.057 -0.974 0.0 0.1 -0.1
H 3.278 0.004 -1.229 0.0 0.0 -0.1
C 2.767 -2.006 -0.634 0.2 0.1 -0.3
N 1.393 -1.653 -0.366 0.3 -0.1 0.4
C 0.486 -1.462 -1.338 -0.3 0.0 0.5
O 0.648 -1.745 -2.506 0.0 0.0 -0.4
C -0.795 -0.816 -0.771 -0.3 -0.5 -0.2
N -0.409 0.481 -0.252 -0.1 0.2 1.0
S -0.595 0.763 1.353 -0.1 0.0 -0.4
O 0.036 2.011 1.656 -0.2 0.2 -0.1
O -0.153 -0.426 2.028 -0.3 -0.2 0.1
C -2.366 0.928 1.575 0.7 -0.1 0.0
C -2.952 2.151 1.308 -0.1 0.1 0.0
C -4.328 2.280 1.378 -0.1 -0.1 0.0
C -5.079 1.164 1.712 0.1 -0.1 0.0
C -4.501 -0.064 1.990 -0.1 0.2 -0.1
C -3.123 -0.177 1.918 0.0 -0.1 0.1
H -2.625 -1.106 2.141 0.0 -0.1 0.0
H -5.124 -0.903 2.255 -0.1 -0.1 0.0
F -6.417 1.279 1.773 0.1 0.0 0.0
H -4.821 3.219 1.181 -0.1 0.1 0.0
H -2.321 2.991 1.066 0.0 0.2 0.0
C -0.236 1.556 -1.197 -0.1 0.7 -0.2
C -1.452 1.700 -2.108 0.2 -0.2 -0.1
C -1.695 0.369 -2.813 -0.2 0.1 0.1
C -1.943 -0.726 -1.779 0.3 0.0 -0.1
H -2.033 -1.692 -2.277 -0.1 0.0 0.1
H -2.872 -0.519 -1.241 0.0 0.0 0.0
H -0.820 0.101 -3.406 0.0 0.0 -0.1
H -2.554 0.443 -3.481 0.0 0.0 0.0
H -1.268 2.492 -2.835 0.0 0.1 0.0
H -2.330 1.971 -1.516 0.0 0.1 0.0
H -0.048 2.455 -0.608 0.1 0.0 -0.2
H 0.650 1.345 -1.808 0.0 0.0 0.1
H -1.106 -1.414 0.091 0.0 -0.1 -0.2
H 1.165 -1.347 0.571 -0.1 0.0 -0.1
H 2.793 -2.457 -1.629 0.0 0.0 0.2
H 3.097 -2.734 0.111 0.0 0.0 -0.1
H 2.843 0.073 1.222 0.1 0.1 0.0
H 4.472 0.663 0.820 -0.1 0.0 0.1
H 6.277 -0.507 1.701 0.0 0.0 0.0
H 5.940 -1.966 0.734 0.0 0.0 0.0
H 5.945 -2.061 2.510 0.1 0.0 0.0
```
Positions in Å, forces in eV/Å.

Output
**Total charge**: 0
**LUMO energy**: 0.6 eV
**SMILES**: COCCCNC(=O)[C@@H]1CCCCN1S(=O)(=O)c1ccc(F)cc1
**Highest occupied orbital energy**: -9.107 eV

---

ORCA calculation (ωB97M-V/def2-TZVPD) on 9 unconnected molecules or ions with the total composition C27H54O27 at a distorted geometry.

The geometry in XYZ format:
```
108
Properties=species:S:1:pos:R:3:forces:R:3
C -15.534 -8.347 -7.882 -1.3 -0.3 -0.4
O -14.433 -8.328 -6.999 0.2 1.3 0.6
C -14.296 -7.429 -5.980 -2.4 0.3 0.4
O -15.029 -6.505 -5.627 1.4 -1.8 -1.3
O -13.251 -7.875 -5.322 1.2 -1.1 0.0
C -12.938 -7.382 -4.038 0.1 0.3 0.3
H -16.401 -8.859 -7.464 0.3 -0.4 0.5
H -15.217 -8.938 -8.741 0.1 0.3 0.0
H -16.014 -7.417 -8.187 1.0 0.5 0.0
H -13.793 -7.529 -3.377 -0.2 1.0 -0.1
H -12.490 -6.401 -4.196 -0.6 0.4 0.8
H -12.174 -7.986 -3.549 0.1 -0.3 -0.7
C 1.190 -2.729 -3.658 1.2 -0.2 0.8
O -0.127 -2.364 -3.974 -1.0 0.0 0.3
C -0.924 -3.236 -4.570 0.0 -2.9 -1.7
O -0.681 -4.423 -4.869 -0.2 2.8 1.1
O -2.058 -2.618 -4.908 0.2 0.9 0.4
C -2.926 -3.251 -5.832 -0.4 -1.2 -0.1
H 1.740 -1.788 -3.647 0.3 -0.2 -0.9
H 1.550 -3.559 -4.266 0.1 0.5 -0.5
H 1.374 -3.059 -2.636 -0.9 -0.3 0.3
H -3.664 -2.572 -6.260 0.6 0.5 0.3
H -3.514 -4.013 -5.321 0.1 -0.1 0.1
H -2.363 -3.759 -6.615 0.0 0.2 0.0
C -9.283 -6.995 -1.884 -0.1 -0.6 -0.2
O -8.141 -6.095 -1.808 -0.3 0.0 -0.8
C -7.699 -5.539 -2.958 -1.5 -0.9 -3.5
O -8.370 -5.584 -4.052 3.2 0.8 4.4
O -6.413 -5.105 -2.751 -2.5 -0.4 0.6
C -5.762 -4.232 -3.677 -0.5 -0.1 -0.4
H -9.456 -7.498 -2.836 0.9 0.3 -0.4
H -10.273 -6.576 -1.706 0.4 0.8 0.5
H -9.068 -7.782 -1.161 0.0 0.3 0.1
H -4.967 -3.758 -3.102 0.2 -0.3 -0.3
H -6.403 -3.434 -4.053 -0.2 -0.1 0.1
H -5.457 -4.850 -4.521 0.4 0.3 0.0
C -7.745 -0.912 -11.836 0.1 -0.4 -1.2
O -7.691 -1.732 -10.661 1.5 0.1 0.2
C -6.552 -1.731 -9.881 1.9 3.7 -1.6
O -5.445 -1.186 -10.129 -3.5 -2.0 0.2
O -6.911 -2.194 -8.723 -0.7 -0.7 1.5
C -6.135 -1.869 -7.552 0.7 -0.3 -0.6
H -6.787 -0.572 -12.230 0.2 0.1 0.8
H -8.456 -0.091 -11.737 0.3 0.1 0.6
H -8.140 -1.494 -12.668 -0.1 -0.5 0.3
H -6.368 -2.634 -6.812 0.1 0.0 -0.2
H -6.353 -0.886 -7.134 -0.4 0.0 -0.3
H -5.088 -1.855 -7.858 0.0 -0.2 0.3
C -13.160 -13.333 -2.612 0.9 0.3 1.1
O -12.840 -12.548 -3.729 -0.4 0.9 -0.4
C -11.932 -11.576 -3.591 1.1 -1.2 0.2
O -11.142 -11.455 -2.674 -0.5 0.2 0.2
O -11.938 -10.917 -4.706 0.2 2.1 -1.3
C -10.956 -9.854 -5.005 0.5 -1.4 0.3
H -12.374 -14.083 -2.523 -0.6 -0.8 -0.2
H -14.205 -13.628 -2.702 0.4 -0.4 0.0
H -12.999 -12.771 -1.692 -0.4 0.4 0.1
H -10.633 -9.273 -4.142 -0.7 0.0 0.1
H -11.352 -9.261 -5.829 -0.1 -0.2 0.4
H -10.038 -10.364 -5.296 -0.1 -0.1 -0.4
C -4.232 -8.772 -2.416 1.2 1.9 0.0
O -4.526 -9.826 -1.539 -1.1 -2.5 0.3
C -5.752 -10.168 -1.214 -0.9 2.0 -0.2
O -6.791 -9.534 -1.281 1.8 -1.6 0.0
O -5.654 -11.439 -0.604 -0.3 0.4 0.3
C -6.853 -12.043 -0.239 0.6 -0.2 1.1
H -3.194 -8.908 -2.722 -0.1 -0.3 0.0
H -4.208 -7.892 -1.772 -0.4 0.4 -0.5
H -4.819 -8.639 -3.324 -0.6 -0.4 0.5
H -7.266 -12.563 -1.104 -0.6 0.0 -0.4
H -7.553 -11.311 0.163 -0.7 0.5 -0.5
H -6.712 -12.731 0.594 0.6 -0.3 -0.4
C -9.915 -2.587 -2.127 1.2 0.7 1.3
O -11.086 -3.270 -2.459 -1.7 0.0 -1.5
C -11.679 -3.021 -3.661 0.2 0.3 -1.3
O -11.217 -2.356 -4.595 -1.0 -1.5 2.5
O -12.902 -3.678 -3.686 3.3 0.9 1.4
C -13.586 -3.516 -4.888 -1.4 -0.1 -0.6
H -9.816 -1.539 -2.408 -0.5 -0.3 -0.8
H -9.019 -3.146 -2.399 -0.1 0.0 -0.4
H -9.906 -2.497 -1.041 -0.1 -0.4 0.1
H -14.503 -4.078 -4.714 0.0 0.0 -0.4
H -13.044 -3.940 -5.733 0.0 0.2 0.0
H -13.841 -2.466 -5.029 0.2 0.0 -0.3
C -10.186 -10.160 0.666 1.0 0.9 0.0
O -10.958 -11.318 0.907 -0.3 0.2 0.0
C -10.426 -12.495 1.121 -4.2 0.1 -1.4
O -9.298 -12.747 1.327 4.1 -0.7 0.6
O -11.395 -13.399 1.008 0.7 2.4 -0.1
C -11.130 -14.762 0.875 -0.9 -1.4 0.9
H -9.126 -10.290 0.884 0.0 -0.2 0.4
H -10.553 -9.354 1.301 -0.1 -0.2 -0.1
H -10.204 -9.873 -0.385 -0.6 -0.3 0.0
H -11.843 -15.064 0.107 0.4 -0.4 -0.1
H -11.498 -15.143 1.827 0.3 -0.7 -0.1
H -10.099 -15.075 0.712 -0.1 0.4 -0.2
C -7.752 -0.615 -3.977 -1.2 0.9 -2.3
O -6.798 -0.557 -2.976 -0.6 0.6 1.3
C -5.512 -0.662 -3.210 -0.5 -1.7 -2.0
O -5.056 -1.010 -4.282 0.2 0.5 0.3
O -4.878 -0.495 -2.088 0.1 -0.3 0.7
C -3.472 -0.651 -2.173 0.8 2.3 0.6
H -7.996 -1.589 -4.401 -0.2 -0.4 1.0
H -7.569 -0.100 -4.920 1.3 0.4 0.1
H -8.599 -0.001 -3.672 -0.3 -0.8 0.6
H -3.152 0.019 -1.375 0.4 -0.5 0.4
H -3.147 -0.083 -3.044 0.3 -0.9 -0.4
H -3.062 -1.650 -2.024 -0.4 0.0 -0.4
```
Positions in Å, forces in eV/Å.

Output
**Spin multiplicity**: 2
**Total charge**: +1
**LUMO energy (alpha / beta)**: -2.4 / -10.2 eV
**Highest occupied orbital energy (alpha / beta)**: -11.795 / -11.795 eV

---

The records above give, respectively, molar mass values of 224.2 86.1 358.4 810.7 u.
The records above give, respectively, calculated total energy values of -30469.45923 -8338.20379 -41688.25682 -84142.62811 eV.